1.
Here is an isolated molecule of C6H10N2O in a non-equilibrium geometry from OMol25. Energies are from ωB97M-V with the def2-TZVPD basis set.

The geometry in XYZ format:
```
19
Properties=species:S:1:pos:R:3:mulliken_charge:R:1
C -1.6168 -1.6159 -2.2477 -0.050
N -0.9582 -0.5404 -1.9737 -0.633
N -0.3776 0.2783 -0.5952 0.255
C -1.0709 1.5332 -0.2857 -0.847
C 0.2833 -0.4747 0.2652 0.364
C 0.5298 -1.7564 0.4880 -0.980
C 1.4456 0.6470 1.0128 0.461
C 1.2453 1.2485 2.1771 -0.858
O 2.5931 0.7620 0.2996 -0.516
H -2.0897 -2.3295 -1.3951 0.134
H -2.1458 -2.2481 -3.0099 0.285
H -1.8125 1.7517 -1.0573 0.320
H -1.5722 1.4983 0.6850 0.303
H -0.3781 2.3794 -0.3251 0.308
H 0.0090 -2.5318 -0.0556 0.224
H 1.1897 -2.0740 1.2858 0.284
H 0.3059 1.1570 2.7084 0.269
H 2.0055 1.8887 2.6202 0.294
H 2.4145 0.4269 -0.5968 0.385
```

Values from the calculation:
* 2S+1: 1
* HOMO: -8.226 eV
* SMILES: C=NN(C)C(=C)C(=C)O
* gap between HOMO and LUMO: 0.3276 hartree



2.
Here is an isolated molecule of C6H10N2O in a non-equilibrium geometry from OMol25. Energies are from ωB97M-V with the def2-TZVPD basis set.

The geometry in XYZ format:
```
19
Properties=species:S:1:pos:R:3:mulliken_charge:R:1
C -3.5361 0.7994 0.5897 0.148
C -2.5593 0.0914 0.4962 -0.454
C -1.3799 -0.7763 0.3859 -0.703
N -0.2010 -0.0597 -0.0829 -0.030
C -0.3496 0.4302 -1.4448 -1.019
C 1.0112 -0.8347 0.0818 -0.459
C 2.2576 0.0344 0.0755 0.352
N 2.4338 0.8634 1.1093 -0.452
O 3.3048 -0.3370 -0.4882 -0.660
H -4.3754 1.4626 0.7021 0.407
H -1.6334 -1.6313 -0.2750 0.348
H -1.1663 -1.1937 1.3807 0.332
H -1.1800 1.1463 -1.4989 0.316
H 0.5661 0.9475 -1.7602 0.313
H -0.5471 -0.3924 -2.1609 0.356
H 0.9928 -1.3436 1.0574 0.373
H 1.1460 -1.6124 -0.6938 0.289
H 1.6954 1.5352 1.2835 0.255
H 3.5203 0.8706 1.2426 0.288
```

Values from the calculation:
* 2S+1: 1
* HOMO: -9.210 eV
* SMILES: C#CCN(C)CC(N)=O
* gap between HOMO and LUMO: 0.3666 hartree



3.
Here is an isolated molecule of C6H10N2O in a non-equilibrium geometry from OMol25. Energies are from ωB97M-V with the def2-TZVPD basis set.

The geometry in XYZ format:
```
19
Properties=species:S:1:pos:R:3:mulliken_charge:R:1
C 0.7737 -0.1589 -1.1853 0.710
C 1.3803 -0.4280 -2.5366 -1.387
C 0.1720 -1.3263 -0.4596 -1.358
C -2.0441 -0.0819 2.9994 -0.905
C 0.7820 1.0839 -0.6823 0.608
C -1.4604 0.6423 1.8806 0.338
O 1.3495 2.1293 -1.3688 -0.525
N 0.2882 1.5059 0.5348 -1.157
N -0.5059 0.8791 1.2352 0.503
H 1.2516 2.9148 -0.8082 0.361
H 2.0925 -1.2406 -2.4796 0.345
H 0.6105 -0.6976 -3.2685 0.265
H 1.9003 0.4547 -2.8884 0.330
H 0.4332 -2.2476 -0.9595 0.375
H -0.9217 -1.2458 -0.4697 0.279
H 0.4858 -1.4010 0.5802 0.348
H -1.9683 0.5187 3.8988 0.303
H -1.5325 -1.0263 3.1714 0.265
H -3.0867 -0.2747 2.8061 0.302
```

Values from the calculation:
* 2S+1: 1
* HOMO (alpha / beta): -7.128 / -7.128 eV
* gap between HOMO and LUMO (alpha / beta): 0.2788 / 0.2789 hartree



4.
Here is an isolated molecule of C6H10N2O in a non-equilibrium geometry from OMol25. Energies are from ωB97M-V with the def2-TZVPD basis set.

The geometry in XYZ format:
```
19
Properties=species:S:1:pos:R:3:mulliken_charge:R:1
C 1.4674 0.7268 -1.7775 -1.020
N 0.9216 0.8430 -0.3729 0.067
C 0.4672 2.1668 0.0133 -0.920
C 0.5366 -0.2777 0.2634 0.248
O 1.1262 -1.5004 0.1321 -0.323
C 0.4637 -2.4619 0.7875 -0.416
C -0.8135 -2.0663 1.1650 -0.384
C -1.0607 -0.7590 0.8461 0.082
N -2.2224 0.0126 0.9673 -0.455
H 2.2127 -0.0644 -1.8304 0.310
H 0.5754 0.5606 -2.4284 0.361
H 1.7569 1.6562 -2.2929 0.352
H -0.6743 2.2333 0.3013 0.249
H 1.0173 2.5952 0.8153 0.278
H 0.4675 2.8257 -0.7991 0.387
H 0.6807 -3.5170 0.5889 0.333
H -1.3662 -2.8640 1.6196 0.385
H -2.8055 0.1280 0.1762 0.218
H -2.7505 -0.2374 1.8254 0.249
```

Values from the calculation:
* 2S+1: 1
* HOMO: -6.379 eV
* SMILES: CN(C)c1occc1N
* gap between HOMO and LUMO: 0.2698 hartree



5.
Here is a structure of composition C6H10N2O in a non-equilibrium geometry from OMol25. Energies are from ωB97M-V with the def2-TZVPD basis set.

The geometry in XYZ format:
```
19
Properties=species:S:1:pos:R:3:mulliken_charge:R:1
C 1.9407 -0.1284 0.4075 -0.184
C 1.2039 0.7873 -0.5071 0.019
C -0.9386 0.6523 -0.2050 -0.235
C -2.4074 0.2058 0.0645 -0.619
C -0.5491 -0.6189 0.1113 0.139
C 0.8890 -0.7355 -0.3970 -0.338
H 3.4027 -0.4695 -0.7704 0.313
H 1.9702 0.0846 1.6126 0.206
H 1.6536 1.0402 -1.4916 0.253
H 0.1820 1.8204 1.0996 0.337
H -1.0233 0.5178 -1.2180 0.330
H -3.2853 0.6179 -0.4990 0.258
H -2.8400 0.2711 1.0996 0.281
H -2.2187 -1.7289 0.6679 0.333
H -0.5333 -0.7071 1.1767 0.308
H 1.1984 -1.4998 -1.1756 0.306
N 0.0412 1.5672 0.0807 -0.497
N -1.9151 -1.2090 -0.1955 -0.696
O 3.2294 -0.4676 0.1388 -0.514
```

Values from the calculation:
* 2S+1: 1
* HOMO: -9.006 eV
* gap between HOMO and LUMO: 0.3665 hartree



6.
Here is an isolated molecule of C6H10N2O in a non-equilibrium geometry from OMol25. Energies are from ωB97M-V with the def2-TZVPD basis set.

The geometry in XYZ format:
```
19
Properties=species:S:1:pos:R:3:mulliken_charge:R:1
C -1.4579 -0.6373 -2.1830 -1.033
C -0.5088 -0.3896 -0.8762 -0.008
O 0.8405 -0.4417 -1.2986 -0.176
N 1.8124 0.1683 -0.4948 -0.419
C 1.4281 0.7162 0.6782 -0.490
C 0.0946 0.2707 1.1152 0.880
C -0.0933 -1.0470 1.6850 -1.637
N -0.9594 1.1800 1.3468 -0.636
C -0.7050 0.7717 0.0856 0.041
H -2.5047 -0.3779 -1.7292 0.277
H -1.3875 -1.8603 -2.4745 0.265
H -0.9981 0.0686 -3.1495 0.279
H -0.9106 -1.1227 -0.2492 0.311
H 2.0184 1.1869 1.3476 0.497
H -1.2368 -1.2326 1.9321 0.413
H 0.5014 -1.8074 1.2273 0.455
H 0.4032 -0.9929 2.8079 0.316
H -1.3222 0.5086 2.0160 0.344
H 0.1960 1.6179 -0.3331 0.321
```

Values from the calculation:
* 2S+1: 1
* HOMO: -8.891 eV
* SMILES: C[C@H]1ON=C[C@@]2(C)N[C@H]12
* gap between HOMO and LUMO: 0.3544 hartree



7.
Here is an isolated molecule of C6H10N2O in a non-equilibrium geometry from OMol25. Energies are from ωB97M-V with the def2-TZVPD basis set.

The geometry in XYZ format:
```
19
Properties=species:S:1:pos:R:3:lowdin_spin:R:1
C 1.0787 -1.1716 0.6760 0.198
C -0.3194 1.0265 0.1366 0.406
C -0.9355 -1.3357 -0.2896 0.049
C 1.3847 -0.0928 -0.1859 0.422
C 2.5255 0.8459 -0.0579 0.052
C -2.5821 0.4540 0.1436 0.037
N -0.0055 -1.8163 0.6302 0.357
N -1.2018 0.0909 -0.1596 0.079
O -0.1918 2.1089 0.5287 0.283
H 1.8564 -1.6889 1.1886 0.014
H -0.3398 -1.5372 -1.1994 0.023
H -1.8548 -1.8456 -0.3436 0.000
H 1.0000 -0.1796 -1.2130 0.035
H 2.6901 1.1677 -1.0809 0.000
H 3.4387 0.2413 0.2022 0.015
H 2.3859 1.7554 0.5725 0.013
H -2.5740 1.5349 0.1689 0.007
H -3.2529 0.2453 -0.7985 0.004
H -3.1024 0.1969 1.0811 0.005
```

Values from the calculation:
* 2S+1: 3
* HOMO (alpha / beta): -4.704 / -9.113 eV
* <S²>: 2.011
* gap between HOMO and LUMO (alpha / beta): 0.2035 / 0.2653 hartree



8.
Here is a structure of composition C6H10N2O in a non-equilibrium geometry from OMol25. Energies are from ωB97M-V with the def2-TZVPD basis set.

The geometry in XYZ format:
```
19
Properties=species:S:1:pos:R:3:mulliken_charge:R:1
C -1.4588 1.2964 -0.6564 -0.120
C -0.0982 -0.3691 0.0779 0.471
C 1.0088 -1.1297 0.5814 0.501
C -1.3987 -0.9588 -1.1797 -0.358
C 2.2981 -1.6798 0.5051 -1.008
C 0.2845 1.9669 0.9427 -0.825
N -2.0083 0.3196 -1.3241 -0.046
N -0.3993 1.0005 0.0922 -0.043
O -0.0026 -1.1282 1.3535 -0.219
H -1.8329 2.3140 -0.6998 0.500
H -0.8778 -1.3170 -2.0657 0.365
H -2.0039 -1.7172 -0.6883 0.368
H 2.2120 -2.7392 0.1920 0.379
H 2.7585 -1.7767 1.5011 0.394
H 2.9539 -1.1860 -0.2149 0.345
H -0.4100 2.4016 1.6648 0.368
H 0.7101 2.7732 0.3448 0.374
H 1.0904 1.4874 1.4920 0.292
H -2.8257 0.4419 -1.9186 0.263
```

Values from the calculation:
* 2S+1: 1
* HOMO: -19.291 eV
* total charge: +2
* gap between HOMO and LUMO: 0.3464 hartree



9.
Here is a cluster of 2 separate species, C6H10N2O2 in total in a non-equilibrium geometry from OMol25. Energies are from ωB97M-V with the def2-TZVPD basis set.

The geometry in XYZ format:
```
20
Properties=species:S:1:pos:R:3:mulliken_charge:R:1
N -0.2356 0.7452 -1.6885 -0.586
C 0.5088 0.3854 -0.8603 0.094
C 1.6996 -0.0934 -0.1007 0.375
C 2.9679 0.6468 -0.5444 -0.639
C 4.1649 0.0574 0.1523 0.001
O 5.2024 -0.1983 -0.4172 -0.485
N 1.9606 -1.5168 -0.2015 -0.257
C 0.8946 -2.4868 -0.3282 -0.343
C 1.8115 -2.2108 -1.4674 -0.506
H 1.4962 0.1281 0.9589 0.343
H 2.9042 1.7105 -0.2665 0.427
H 3.1124 0.5763 -1.6295 0.268
H 4.0667 -0.1142 1.2456 0.350
H 1.0141 -3.3908 0.2708 0.252
H -0.1313 -2.1172 -0.4140 0.225
H 1.4022 -1.6488 -2.3122 0.247
H 2.6123 -2.9092 -1.7155 0.256
O -2.1770 0.8454 0.4051 -0.675
H -1.5618 1.2835 1.0154 0.294
H -1.9669 1.1313 -0.5665 0.361
```

Values from the calculation:
* 2S+1: 1
* HOMO: -10.180 eV
* SMILES: N#C[C@H](CC=O)N1CC1.O
* gap between HOMO and LUMO: 0.3948 hartree



10.
Here is a structure of composition C6H10N2O2 in a non-equilibrium geometry from OMol25. Energies are from ωB97M-V with the def2-TZVPD basis set.

The geometry in XYZ format:
```
20
Properties=species:S:1:pos:R:3:mulliken_charge:R:1
O -0.5880 -0.8131 1.2297 -0.582
C -0.2816 0.3361 0.5002 0.922
C -1.3387 1.3557 0.7400 0.019
N -2.2939 2.0067 0.5337 -0.534
C 1.1703 0.9024 0.4522 -0.402
C 1.9850 -0.3590 0.1400 -0.665
C 1.0997 -0.9245 -1.0055 -0.748
C 0.0388 0.1794 -1.0200 -0.201
N 0.8823 1.4079 -0.9232 -0.631
H -0.3602 -0.6985 2.1595 0.312
H 1.5329 1.6102 1.2044 0.455
H 2.9961 -0.0905 -0.1875 0.366
H 2.0593 -1.0361 0.9995 0.278
H 1.6201 -0.9497 -1.9703 0.377
H 0.6656 -1.9095 -0.8023 0.282
H -0.7413 0.1495 -1.7874 0.416
H 0.2869 2.2348 -0.8702 0.348
O -3.0501 -1.3911 0.0534 -0.672
H -2.2273 -1.5830 0.5286 0.339
H -3.4558 -0.4276 0.0252 0.321
```

Values from the calculation:
* 2S+1: 1
* HOMO: -9.982 eV
* gap between HOMO and LUMO: 0.3767 hartree



11.
Here is an isolated molecule of C6H10N2O2 in a non-equilibrium geometry from OMol25. Energies are from ωB97M-V with the def2-TZVPD basis set.

The geometry in XYZ format:
```
20
Properties=species:S:1:pos:R:3:mulliken_charge:R:1
C -0.9310 -0.9665 -0.8746 -1.693
C 0.1847 -0.2031 -0.1982 0.950
C -0.1884 1.0222 0.6531 0.649
N -1.1540 0.4331 1.8486 -0.457
O 0.7084 1.7488 1.1477 -0.765
O -1.3661 1.7804 -0.0373 -0.643
C 1.3911 -0.9592 0.2589 -0.920
C 1.5097 -0.0332 -0.9333 -0.167
C 1.6817 -0.5671 -2.2629 0.015
N 1.8296 -0.9875 -3.3317 -0.496
H -0.5334 -1.8050 -1.4608 0.475
H -1.6198 -1.3955 -0.1337 0.323
H -1.5005 -0.3145 -1.5489 0.316
H -0.8687 -0.4736 2.2120 0.303
H -1.1173 1.0948 2.6223 0.323
H -2.1555 0.6733 1.3563 0.406
H -1.2204 2.7017 0.2045 0.312
H 1.8958 -0.6205 1.1634 0.300
H 1.4128 -2.0333 0.0766 0.333
H 2.0413 0.9047 -0.7621 0.436
```

Values from the calculation:
* 2S+1: 1
* HOMO: -9.509 eV
* SMILES: C[C@@]1([C@@]([NH3+])([O-])O)C[C@H]1C#N
* gap between HOMO and LUMO: 0.3563 hartree



12.
Here is a structure of composition C6H10N2O2P2 in a non-equilibrium geometry from OMol25. Energies are from ωB97M-V with the def2-TZVPD basis set.

The geometry in XYZ format:
```
22
Properties=species:S:1:pos:R:3:mulliken_charge:R:1
C 1.4255 0.7463 -0.2331 0.606
C 0.7290 1.8370 -0.0828 0.448
C -0.2784 -0.8716 -0.2485 0.661
C 2.9322 0.7960 -0.0743 0.455
C -0.0110 3.0443 -0.1637 -0.937
C -0.5725 -2.3474 -0.4412 -1.101
N 1.0400 -0.5750 -0.2893 -0.359
N -1.1565 0.0652 0.0073 -0.405
O 3.5542 -0.3206 0.0653 -0.369
O 3.5324 1.8790 -0.1360 -0.630
P 2.8635 -1.9488 0.0583 -0.014
P -2.8324 0.0086 -0.0752 -0.229
H 0.6819 3.6964 -0.8691 0.283
H -0.9416 2.6620 -0.8118 0.244
H -0.3832 3.6190 0.6062 0.303
H -1.4611 -2.7025 -0.0304 0.446
H -0.6865 -2.5998 -1.5333 0.250
H 0.3876 -2.7769 -0.1884 0.184
H 2.1204 -2.0467 1.3125 0.057
H 4.0739 -2.2135 0.5427 0.012
H -3.0894 1.3888 0.3703 0.036
H -2.8057 -0.5953 1.2218 0.059
```

Values from the calculation:
* 2S+1: 1
* HOMO: -8.398 eV
* gap between HOMO and LUMO: 0.2564 hartree



So what do the calculations give for energy above the lowest of the compared OMol25 structures with the same formula, charge and spin? Going down the list: 163.9 65.4 82.5 101.5 134.1 234.7 22.0 68.3 66.9 61.6 56.7 88.3 kcal per mole.